[1]
C8H14N2 | ωB97M-V/def2-TZVPD

Values from the calculation:
E_HOMO (spin up / spin down): -5.1776 / -9.1373 eV
net charge: 0
LUMO level (spin up / spin down): 0.986 / 0.262 eV
spin multiplicity: 3

Element x y z (Å)
C -2.204 0.691 0.346
C -1.951 1.381 1.413
C -1.986 -0.153 -0.848
C 1.440 1.303 -0.249
C 2.217 0.069 0.182
C 0.376 0.954 -1.201
C 1.261 -0.921 0.797
C -0.483 -0.140 -0.782
N 0.188 -1.194 -0.156
N -0.478 -2.411 0.050
H -0.869 1.414 1.906
H -2.871 1.665 1.944
H -2.539 -1.123 -0.905
H -2.342 0.439 -1.730
H 1.026 1.595 0.684
H 2.066 2.125 -0.612
H 2.789 -0.609 -0.594
H 3.079 0.137 0.789
H -0.188 1.849 -1.420
H 0.953 0.630 -2.134
H 1.628 -1.868 1.116
H 0.800 -0.398 1.744
H -1.422 -2.351 0.479
H -0.489 -3.085 -0.820

Let us look at the Mulliken charges, expressed in e, one per atom:
1 C -0.086
2 C -0.578
3 C -0.430
4 C -0.483
5 C -0.909
6 C -0.336
7 C -0.384
8 C -0.126
9 N 0.385
10 N -0.882
11 H 0.082
12 H 0.292
13 H 0.341
14 H 0.263
15 H 0.183
16 H 0.343
17 H 0.311
18 H 0.428
19 H 0.274
20 H 0.259
21 H 0.408
22 H 0.164
23 H 0.252
24 H 0.230

[2]
C32H31Cl10NOP | ωB97M-V/def2-TZVPD

Values from the calculation:
E_HOMO: -3.2430 eV
net charge: -1
LUMO level: 1.649 eV
spin multiplicity: 1

Element x y z (Å)
C 6.290 -6.801 3.863
C 5.072 -5.845 3.230
N 3.966 -5.744 4.256
P 2.336 -5.836 3.539
O 1.821 -7.046 4.711
H 7.301 -6.310 3.522
H 6.169 -6.874 5.025
H 6.190 -7.880 3.383
H 5.525 -4.782 2.954
H 4.773 -6.354 2.220
H 4.036 -4.774 4.663
H 2.730 -6.958 2.681
H 1.039 -5.893 2.851
H 1.809 -4.772 4.386
H 2.746 -4.851 2.571
H 1.580 -7.840 4.129
Cl 1.499 -5.014 -0.534
C 0.276 -3.870 -0.110
C -0.733 -4.157 0.816
Cl -0.840 -5.677 1.630
C -1.701 -3.191 1.111
C -1.661 -1.942 0.487
C -0.653 -1.655 -0.431
C 0.314 -2.616 -0.730
H -2.490 -3.406 1.828
H -2.417 -1.195 0.718
H -0.619 -0.681 -0.916
H 1.096 -2.383 -1.449
Cl -1.234 1.590 0.572
C -0.354 1.779 2.047
C 0.730 0.960 2.384
Cl 1.296 -0.304 1.351
C 1.397 1.157 3.598
C 0.987 2.166 4.470
C -0.089 2.985 4.131
C -0.759 2.791 2.922
H 2.239 0.524 3.870
H 1.508 2.314 5.414
H -0.408 3.774 4.809
H -1.599 3.434 2.667
Cl -0.831 1.219 -4.539
C -2.054 2.364 -4.116
C -3.063 2.076 -3.189
Cl -3.170 0.556 -2.376
C -4.031 3.042 -2.894
C -3.991 4.291 -3.518
C -2.982 4.579 -4.437
C -2.016 3.617 -4.735
H -4.820 2.827 -2.178
H -4.746 5.038 -3.287
H -2.949 5.552 -4.921
H -1.234 3.850 -5.454
Cl 2.289 4.471 0.548
C 3.753 4.352 1.458
C 4.464 5.478 1.890
Cl 3.935 7.090 1.564
C 5.648 5.315 2.616
C 6.121 4.035 2.912
C 5.410 2.914 2.487
C 4.229 3.072 1.760
H 6.209 6.184 2.953
H 7.044 3.914 3.476
H 5.776 1.917 2.720
H 3.682 2.191 1.431
Cl -4.423 2.937 -8.058
C -5.782 2.273 -7.223
C -6.981 1.957 -7.872
Cl -7.207 2.189 -9.569
C -8.049 1.430 -7.139
C -7.922 1.217 -5.765
C -6.726 1.527 -5.120
C -5.657 2.055 -5.847
H -8.986 1.183 -7.633
H -8.756 0.809 -5.198
H -6.624 1.359 -4.050
H -4.728 2.295 -5.335

Let us look at the Mulliken charges, expressed in e, one per atom:
1 C -0.886
2 C -0.283
3 N -0.396
4 P 0.556
5 O -0.633
6 H 0.232
7 H 0.277
8 H 0.194
9 H 0.239
10 H 0.224
11 H 0.296
12 H -0.217
13 H -0.456
14 H -0.191
15 H -0.109
16 H 0.275
17 Cl -0.195
18 C 0.245
19 C 0.255
20 Cl -0.200
21 C -0.587
22 C -0.104
23 C -0.659
24 C -0.461
25 H 0.379
26 H 0.382
27 H 0.419
28 H 0.415
29 Cl -0.039
30 C 0.119
31 C 0.416
32 Cl -0.108
33 C -0.477
34 C -0.499
35 C -0.538
36 C -0.509
37 H 0.457
38 H 0.388
39 H 0.364
40 H 0.404
41 Cl -0.200
42 C 0.341
43 C 0.500
44 Cl -0.156
45 C -0.661
46 C -0.463
47 C -0.455
48 C -0.524
49 H 0.457
50 H 0.373
51 H 0.372
52 H 0.439
53 Cl -0.172
54 C 0.246
55 C 0.359
56 Cl -0.212
57 C -0.431
58 C -0.404
59 C -0.655
60 C -0.381
61 H 0.382
62 H 0.356
63 H 0.393
64 H 0.524
65 Cl -0.193
66 C -0.166
67 C 0.520
68 Cl -0.207
69 C -0.513
70 C -0.421
71 C -0.611
72 C 0.187
73 H 0.380
74 H 0.360
75 H 0.354
76 H 0.291

[3]
C2HClO2S | ωB97M-V/def2-TZVPD

Values from the calculation:
E_HOMO (spin up / spin down): -10.5657 / -10.5658 eV
net charge: 0
LUMO level (spin up / spin down): -1.893 / -1.894 eV
spin multiplicity: 1

Element x y z (Å)
C 0.249 -0.056 -0.271
C -1.035 0.377 -0.088
O -1.545 1.451 -0.153
O 2.727 -0.263 0.175
S 1.583 0.521 0.534
Cl -2.140 -0.975 0.485
H 0.161 -1.056 -0.683

Let us look at the Mulliken charges, expressed in e, one per atom:
1 C -0.312
2 C 0.588
3 O -0.404
4 O -0.426
5 S 0.434
6 Cl -0.213
7 H 0.333

[4]
C11H19N5O4S | ωB97M-V/def2-TZVPD

Values from the calculation:
E_HOMO: -9.4422 eV
net charge: 0
LUMO level: -0.931 eV
spin multiplicity: 1
SMILES string: CCCNC1=CC(=O)C=C(S)C1=O.NC(N)=O.NC(N)=O

Element x y z (Å)
C -0.143 -0.664 -0.894
C 0.759 0.322 -1.669
C 2.153 -0.265 -2.037
N 3.290 0.497 -1.423
C 3.483 -0.033 -0.101
C 4.158 -1.156 0.113
C 4.251 -1.635 1.542
O 4.373 -2.806 1.729
C 4.141 -0.670 2.696
C 3.470 0.445 2.475
S 3.234 1.643 3.788
C 2.889 0.723 1.078
O 1.996 1.502 0.998
H -1.079 -0.128 -0.675
H 0.282 -0.979 0.078
H -0.430 -1.550 -1.475
H 0.244 0.516 -2.628
H 0.814 1.292 -1.158
H 2.268 -0.240 -3.134
H 2.144 -1.331 -1.745
H 4.095 0.245 -1.993
H 4.598 -1.715 -0.712
H 4.575 -0.892 3.672
H 1.889 1.687 4.008
N -4.184 -0.233 -1.992
C -3.894 -1.563 -1.995
N -4.985 -2.389 -2.009
O -2.754 -1.994 -1.988
H -5.118 0.130 -1.998
H -3.413 0.409 -1.980
H -4.811 -3.377 -2.012
H -5.932 -2.062 -2.016
N -3.890 2.452 1.707
C -2.820 1.730 1.261
N -1.684 1.863 2.002
O -2.874 1.020 0.272
H -3.866 3.042 2.518
H -4.743 2.378 1.184
H -0.875 1.347 1.699
H -1.615 2.441 2.817

Let us look at the Mulliken charges, expressed in e, one per atom:
1 C -0.548
2 C -0.498
3 C -0.585
4 N -0.451
5 C 0.097
6 C -0.240
7 C 0.052
8 O -0.516
9 C -0.360
10 C -0.061
11 S -0.225
12 C 0.523
13 O -0.521
14 H -0.215
15 H 0.203
16 H 0.473
17 H 0.432
18 H 0.277
19 H 0.410
20 H 0.359
21 H 0.400
22 H 0.427
23 H 0.460
24 H 0.136
25 N -0.326
26 C 0.694
27 N -0.436
28 O -0.623
29 H 0.158
30 H 0.201
31 H 0.219
32 H 0.146
33 N -0.438
34 C 0.592
35 N -0.309
36 O -0.591
37 H 0.145
38 H 0.219
39 H 0.167
40 H 0.153

[5]
C16H28N3O3 | ωB97M-V/def2-TZVPD

Values from the calculation:
E_HOMO: -12.2930 eV
net charge: +1
LUMO level: -3.251 eV
spin multiplicity: 1

Element x y z (Å)
C 3.063 0.035 1.798
C 2.831 0.918 0.572
C 3.695 2.175 0.622
C 1.356 1.178 0.328
C 1.131 1.868 -1.033
C 0.714 2.006 1.429
O -0.632 2.385 1.043
C -1.634 1.906 1.852
C -1.808 0.374 1.941
N -2.713 -0.180 0.937
C -2.594 0.495 -0.350
C -2.965 1.986 -0.240
N -2.884 2.435 1.184
H 3.165 0.668 2.676
H 2.250 -0.666 1.943
H 3.986 -0.510 1.668
H 3.164 0.357 -0.295
H 3.685 2.675 -0.336
H 3.368 2.856 1.402
H 4.704 1.874 0.873
H 0.815 0.232 0.304
H 1.070 2.947 -0.945
H 1.977 1.645 -1.675
H 0.247 1.493 -1.533
H 1.271 2.919 1.586
H 0.708 1.474 2.377
H -1.621 2.338 2.856
H -0.855 -0.139 1.890
H -2.233 0.142 2.912
H -3.673 -0.183 1.261
H -1.582 0.385 -0.708
H -3.262 0.017 -1.054
H -2.302 2.581 -0.850
H -3.966 2.150 -0.614
H -3.702 2.127 1.708
H -2.845 3.456 1.188
C -1.926 -4.015 -2.210
C -0.910 -4.476 -3.036
C 0.399 -4.069 -2.824
C 0.666 -3.202 -1.782
C -0.334 -2.729 -0.951
C -1.638 -3.141 -1.169
N 2.056 -2.781 -1.537
O 2.917 -3.208 -2.276
O 2.251 -2.020 -0.601
H -2.943 -4.344 -2.373
H -1.135 -5.158 -3.844
H 1.193 -4.427 -3.461
H -0.101 -2.059 -0.136
H -2.428 -2.789 -0.518

Let us look at the Mulliken charges, expressed in e, one per atom:
1 C -1.783
2 C 0.330
3 C -1.679
4 C 2.559
5 C -1.936
6 C -1.253
7 O -0.404
8 C 0.001
9 C -0.750
10 N -0.265
11 C -0.023
12 C -0.841
13 N -0.115
14 H 0.466
15 H 0.307
16 H 0.481
17 H 0.454
18 H 0.349
19 H 0.376
20 H 0.471
21 H -0.979
22 H 0.363
23 H 0.572
24 H 0.271
25 H 0.393
26 H 0.429
27 H 0.495
28 H 0.079
29 H 0.471
30 H 0.306
31 H -0.235
32 H 0.604
33 H 0.358
34 H 0.409
35 H 0.397
36 H 0.381
37 C -0.521
38 C -0.431
39 C -0.465
40 C 0.018
41 C -0.215
42 C -0.408
43 N 0.990
44 O -0.589
45 O -0.595
46 H 0.401
47 H 0.391
48 H 0.478
49 H 0.427
50 H 0.459